C30H36AsI2N3O4PdS2 as an isolated structure. Source: the Open Molecules 2025 dataset; level of theory: ωB97M-V/def2-TZVPD.

As for the gap between HOMO and LUMO: 5.17 eV. Its multiplicity is 1. For the energy relative to the best compared isomer or geometry (same formula, charge and spin), the calculation gives 24.0 kcal per mole. As for the net charge: -2. For the total energy, the calculation gives -5385.52751 Ha. The HOMO energy comes out at -0.055 Eh. As for the molar mass: 1001.92 Da.

Cartesian coordinates (Å):
C  -7.193  1.472  0.124
H  -4.604  -1.169  -0.947
C  -5.338  -0.429  -0.652
N  0.150  4.063  0.295
H  -1.304  4.980  -2.666
H  -2.705  0.068  -2.904
C  2.381  -1.122  0.632
N  0.165  -1.201  1.624
O  -2.528  -0.194  -0.142
H  -0.785  -1.502  -1.892
C  0.771  2.807  0.567
H  0.916  -1.113  -2.175
C  -6.677  -0.564  -1.006
H  -2.196  3.382  -4.437
C  -2.104  1.251  -4.604
C  -1.828  0.414  -6.866
C  1.983  -2.118  2.936
H  5.029  3.686  -0.852
H  -2.016  5.163  -1.053
H  0.451  5.646  -1.049
H  -9.681  1.030  -0.603
H  0.462  2.748  -3.719
H  -1.723  -0.429  -7.539
H  -1.718  1.887  -8.431
H  -1.960  3.794  -6.859
C  3.375  -2.438  3.019
C  -2.099  2.546  -5.124
H  2.850  4.271  0.252
H  0.568  1.141  -4.485
H  -6.988  -1.423  -1.595
C  -5.861  1.618  0.480
I  4.183  -3.384  4.703
C  -1.313  4.572  -1.648
C  -1.824  1.710  -7.367
C  -1.960  2.776  -6.486
H  3.523  2.805  0.951
H  -7.914  2.223  0.433
C  0.684  1.693  -3.553
C  3.100  3.230  0.032
H  -0.979  -2.229  4.598
O  -3.188  0.950  1.947
C  -2.233  1.025  -3.135
H  1.408  -2.835  4.889
H  -9.169  0.336  -2.140
S  -3.196  0.961  0.493
H  -0.703  4.156  0.827
H  4.372  2.107  -1.306
H  0.780  4.031  -1.663
C  -0.255  -2.054  3.811
C  -7.622  0.384  -0.631
H  -9.482  -0.715  -0.765
As  -0.486  0.968  -2.176
C  -1.969  0.190  -5.501
C  -4.919  0.668  0.093
H  -0.224  -1.162  -3.568
O  -2.964  2.261  -0.128
Pd  -0.507  1.218  0.521
H  3.689  3.578  -2.017
H  2.011  1.530  -0.317
O  1.964  -0.563  -0.399
C  -9.065  0.251  -1.056
C  -0.663  -1.467  2.597
H  -1.974  -0.823  -5.115
C  4.224  -2.141  1.988
C  1.480  -1.496  1.764
C  4.108  3.150  -1.102
H  -1.705  3.555  -1.667
C  1.058  -2.380  3.972
S  0.843  2.276  2.243
H  -1.699  -1.187  2.436
H  5.274  -2.392  2.058
H  -5.538  2.473  1.061
I  5.083  -1.068  -0.692
H  -2.826  1.799  -2.647
C  0.091  4.609  -1.047
H  1.707  1.605  -3.187
N  1.866  2.540  -0.336
C  3.739  -1.511  0.836
C  -0.103  -0.917  -2.511

Atomic forces in eV per Å
-0.012 0.019 0.018
0.003 0.050 -0.009
-0.019 0.092 0.105
0.395 -0.175 0.128
-0.009 0.004 0.051
0.059 0.022 -0.021
0.088 -0.425 0.315
0.492 -0.051 -0.266
-0.061 0.609 0.362
-0.003 0.020 -0.024
-0.135 -0.026 0.121
-0.105 0.023 -0.059
0.034 -0.031 0.004
-0.015 -0.024 -0.033
-0.277 -0.066 0.159
0.003 0.044 0.099
0.239 -0.084 0.104
-0.030 -0.019 0.004
0.047 0.004 -0.011
0.041 0.047 0.040
0.021 0.000 0.007
0.031 -0.012 -0.032
-0.001 0.007 0.004
0.006 -0.006 0.007
0.006 -0.005 -0.007
-0.321 0.107 -0.102
0.032 0.093 -0.117
-0.023 0.038 -0.031
0.039 0.027 -0.051
0.011 0.018 0.015
0.011 -0.095 0.021
0.049 -0.061 0.107
0.006 0.026 -0.071
-0.007 -0.015 0.049
0.000 -0.066 0.083
0.027 0.005 0.065
0.011 -0.012 -0.011
0.215 0.183 -0.056
0.001 -0.010 -0.042
-0.001 -0.004 -0.020
0.175 0.015 -0.208
-0.112 0.077 -0.126
-0.001 -0.001 0.026
0.021 0.001 0.008
-1.231 -0.643 0.055
0.036 -0.005 0.042
-0.041 0.090 0.012
0.006 -0.013 -0.001
-0.134 0.079 -0.115
0.020 0.011 -0.022
0.020 -0.002 0.002
-0.083 -0.506 0.845
0.010 -0.007 -0.110
-0.306 0.085 -0.222
-0.015 -0.034 -0.037
-0.018 -0.107 0.016
1.469 0.418 -0.647
0.017 -0.006 0.043
0.088 -0.001 -0.046
0.108 0.199 0.056
0.015 -0.023 0.022
-0.207 -0.027 0.172
-0.015 0.012 -0.024
-0.227 0.161 -0.235
0.126 0.111 -0.112
0.053 -0.073 -0.067
0.046 0.021 0.029
0.135 -0.013 -0.083
-0.298 0.049 -0.424
-0.017 0.022 0.003
0.008 0.010 -0.022
0.021 -0.028 -0.041
0.072 0.030 -0.129
0.047 0.015 -0.075
-0.261 -0.191 -0.056
-0.034 -0.003 0.029
-0.158 0.045 0.277
-0.203 -0.017 0.294
0.022 -0.003 -0.034

=====

C30H36BBrClN10OPt as an isolated structure. Source: the Open Molecules 2025 dataset; level of theory: ωB97M-V/def2-TZVPD.

As for the gap between HOMO and LUMO: 8.21 eV. Its multiplicity is 1. For the energy relative to the best compared isomer or geometry (same formula, charge and spin), the calculation gives 1.9 kcal per mole. As for the net charge: +1. For the total energy, the calculation gives -4965.88615 Ha. The HOMO energy comes out at -0.398 Eh. As for the molar mass: 873.93 Da.

Cartesian coordinates (Å):
C  4.576  0.051  -4.759
C  -3.243  -2.262  -0.413
C  -2.538  0.429  3.107
C  -0.940  2.129  4.216
C  -2.108  -2.988  2.008
H  -4.045  -0.586  0.638
H  1.114  2.679  0.202
C  -1.301  -0.463  -3.783
C  -2.032  2.867  5.004
H  -3.720  -2.008  -1.348
C  1.843  -4.737  -1.866
C  -1.739  -0.008  -5.030
N  1.266  2.022  -1.783
H  1.293  4.664  -3.597
C  1.130  -2.685  -2.828
C  -2.877  -1.830  1.943
H  -2.239  0.666  2.084
N  1.250  0.050  0.388
C  -3.430  -1.476  0.712
H  -0.606  -1.341  3.574
Br  2.066  -6.590  -1.950
C  0.235  -0.310  1.168
H  -0.728  1.552  -6.276
H  -1.680  -3.295  2.956
H  0.521  3.296  5.294
H  -1.685  2.827  2.269
H  2.657  -4.542  0.119
N  0.557  -0.061  2.436
C  -2.466  -3.408  -0.319
H  -1.749  3.915  5.103
H  -3.297  1.163  3.377
C  1.265  3.982  -2.765
C  2.209  -4.039  -0.725
B  1.378  1.903  -4.330
H  -2.426  0.507  5.684
N  1.314  2.661  -2.974
C  2.002  -2.677  -0.693
H  0.299  1.673  5.945
N  1.448  -2.005  -1.716
C  4.003  -0.468  -3.593
N  0.121  1.013  -4.423
H  -2.611  -0.317  -5.578
H  1.122  5.169  -0.906
N  1.794  0.481  2.503
C  -1.887  -3.774  0.883
H  1.231  1.923  4.458
Pt  1.306  0.015  -1.703
N  2.842  0.129  -3.348
C  1.312  -4.048  -2.942
C  1.179  4.220  -1.408
H  5.513  -0.222  -5.211
C  -3.153  -0.987  3.162
O  -1.644  0.070  5.330
C  2.180  0.533  1.257
Cl  -2.258  -4.414  -1.721
H  -3.005  2.845  4.511
H  -1.295  -4.677  0.945
H  1.407  2.667  -5.251
H  1.039  -4.556  -3.855
C  1.178  2.954  -0.834
H  3.146  0.901  0.953
N  -0.183  0.164  -3.426
N  2.642  1.025  -4.330
C  -0.191  -0.339  3.663
H  2.282  -2.098  0.172
H  0.539  -0.349  4.467
C  0.360  2.252  5.022
H  -0.685  -0.771  0.846
H  -2.803  -1.504  4.055
H  -1.739  -1.196  -3.126
H  -4.236  -0.900  3.266
C  -0.776  2.849  2.871
C  3.676  1.002  -5.189
H  4.376  -1.228  -2.925
H  0.720  -2.109  -3.642
H  0.044  2.439  2.282
H  3.697  1.657  -6.044
H  -0.538  3.897  3.061
C  -1.339  0.619  4.050
C  -0.802  0.936  -5.396
H  -2.140  2.476  6.017

Atomic forces in eV per Å
0.014 -0.052 0.072
0.038 0.011 -0.011
-0.032 -0.045 0.076
0.067 -0.090 -0.004
0.052 0.019 -0.046
-0.009 -0.019 0.002
-0.009 -0.003 0.049
-0.024 0.118 -0.014
-0.073 -0.035 -0.029
0.016 0.028 -0.062
0.004 0.019 0.000
-0.031 -0.072 0.054
-0.106 0.381 -0.014
0.004 -0.022 -0.012
0.019 -0.050 0.052
-0.029 -0.015 0.023
-0.021 0.053 -0.032
-0.347 0.088 -0.116
0.000 -0.011 -0.002
0.025 0.033 0.009
0.025 -0.086 -0.006
0.064 -0.075 0.114
0.010 0.011 0.010
-0.031 -0.028 0.002
0.000 -0.004 -0.008
-0.017 0.002 0.010
-0.015 0.009 0.015
-0.073 0.074 0.049
-0.002 0.007 -0.015
-0.001 0.001 -0.003
0.000 0.008 -0.043
-0.001 0.036 -0.063
-0.008 0.017 0.006
-0.035 -0.154 -0.059
0.011 0.002 0.003
0.035 -0.077 0.057
-0.132 -0.102 -0.103
0.003 0.016 -0.007
0.175 -0.277 0.002
0.014 0.005 -0.035
0.041 0.132 -0.068
0.002 0.010 0.004
0.003 -0.005 -0.011
-0.072 -0.114 -0.018
0.008 0.010 0.046
0.019 -0.028 -0.020
0.342 0.240 0.622
-0.064 -0.094 -0.217
-0.038 0.008 0.015
-0.016 -0.008 0.047
-0.005 0.001 -0.001
0.030 -0.023 -0.087
-0.030 -0.034 0.101
0.158 -0.013 -0.035
0.077 0.043 -0.009
0.008 0.005 0.017
-0.006 -0.010 -0.003
0.008 0.058 0.111
-0.023 0.014 0.000
0.005 -0.008 -0.008
-0.029 0.035 -0.027
-0.113 -0.166 -0.340
0.020 0.110 -0.081
0.056 0.091 0.013
0.031 0.003 0.008
0.050 0.008 -0.030
-0.047 -0.029 -0.003
-0.039 0.033 -0.003
-0.038 0.007 -0.002
-0.051 -0.088 0.050
0.002 0.017 0.023
0.010 -0.008 0.029
-0.055 -0.032 0.021
0.001 -0.001 -0.002
0.003 0.043 -0.005
0.040 -0.048 -0.041
-0.015 0.012 0.010
0.014 -0.012 -0.012
0.070 0.098 -0.053
0.054 -0.009 0.024
0.009 0.031 0.016